Molecular formula: C3H7O2S
Method: DFT, ωB97M-V with the def2-TZVPD basis set

- Spin multiplicity: 2
- HOMO-LUMO gap (alpha / beta): 9.9 / 5.7 eV
- HOMO level (alpha / beta): -0.349 / -0.348 hartree
- Charge: 0
- M: 107.15 g mol⁻¹
- ⟨S²⟩: 0.75

Each line ends with the natural charge from an NBO analysis.
Atoms and positions in Å:
C  -0.034  1.388  1.978  -0.650
C  -1.030  0.517  1.484  -0.566
S  -1.788  0.862  -0.143  0.341
H  0.799  1.358  1.146  0.237
H  0.464  1.075  2.883  0.245
H  -0.200  2.508  1.982  0.223
H  -0.559  -0.532  1.351  0.265
H  -1.784  0.389  2.219  0.223
H  -0.342  0.066  -0.772  0.404
O  1.890  -2.434  -1.285  -0.611
C  1.875  -1.201  -1.362  0.663
O  0.940  -0.350  -0.873  -0.870
H  2.723  -0.609  -1.859  0.094